# 1
An isolated molecule of C4H7N3O, computed with the ωB97M-V functional and the def2-TZVPD basis.

Element x y z (Å)
O1 0.2247 1.0229 -0.2697
N1 1.5748 1.1741 -0.3215
N2 1.0232 -1.0634 -0.0359
N3 3.3687 -0.1969 0.1257
C1 2.1290 -0.1516 -0.0872
C2 -1.3346 -0.7422 -0.3980
C3 -2.2142 0.3769 0.3200
C4 0.0335 -0.2986 -0.2515
H1 -1.4385 -1.7526 0.0223
H2 -2.0653 0.1256 1.4472
H3 -3.3889 0.2746 0.1637
H4 -1.8403 1.3574 0.0369
H5 1.9112 1.8957 0.2421
H6 3.6864 -1.1185 0.4389
H7 -1.6698 -0.9033 -1.4330

## Properties
E_LUMO	0.79	eV
HOMO energy	-8.994	eV
Kohn-Sham gap	9.8	eV
SMILES	[H]/N=c1\nc(CC)o[nH]1

***

# 2
An isolated molecule of C4H7N3O, computed with the ωB97M-V functional and the def2-TZVPD basis.

Element x y z (Å)
O1 -1.9416 0.0416 -1.1351
N1 -3.5064 0.3244 0.6224
N2 -0.0083 0.3174 -0.1942
N3 -0.6783 0.1327 -1.3093
C1 1.4341 0.4149 -0.0832
C2 -1.0828 0.5050 0.9768
C3 -2.3113 0.3657 0.2824
C4 2.1194 -1.0134 -0.1586
H1 1.8897 -1.5637 0.6380
H2 1.9640 -1.6798 -1.0306
H3 3.2192 -0.6663 -0.0619
H4 -4.1545 -0.0449 -0.0957
H5 1.7384 1.0254 -1.0265
H6 -0.5861 0.8910 1.7681
H7 1.9046 0.9501 0.8073

## Properties
E_LUMO (alpha / beta)	0.20 / 0.20	eV
HOMO energy (alpha / beta)	-7.594 / -7.592	eV
Kohn-Sham gap (alpha / beta)	7.8 / 7.8	eV